Record 1
Entry from the Open Molecules 2025 dataset: a cluster of 2 separate species, C6H2F6O in total in a non-equilibrium geometry (ωB97M-V/def2-TZVPD).

The geometry in XYZ format:
```
15
Properties=species:S:1:pos:R:3:lowdin_charge:R:1
F 0.304 -2.675 -0.861 0.098
C -0.124 -1.404 -0.697 -0.104
C -0.521 -0.581 -1.782 -0.106
F -0.502 -1.087 -3.039 0.100
C -0.985 0.761 -1.524 -0.070
F -1.486 1.517 -2.553 0.092
C -0.951 1.253 -0.187 -0.131
F -1.412 2.479 0.053 0.130
C -0.586 0.400 0.859 -0.187
F -0.593 0.896 2.068 0.140
C -0.132 -0.936 0.676 -0.112
F 0.346 -1.656 1.731 0.094
O 2.147 0.629 1.478 -0.059
H 2.368 0.750 2.429 0.070
H 2.127 -0.346 1.349 0.045
```

Computed properties:
**Highest occupied orbital energy**: -9.9192 eV

***

Record 2
Entry from the Open Molecules 2025 dataset: a cluster of 4 separate species, H8O4 in total in a non-equilibrium geometry (ωB97M-V/def2-TZVPD).

The geometry in XYZ format:
```
12
Properties=species:S:1:pos:R:3:lowdin_charge:R:1
O -0.374 -1.551 1.530 -0.061
H -0.747 -1.962 0.756 0.017
H -0.104 -0.664 1.249 -0.022
O 0.174 0.964 0.498 -0.061
H 0.005 1.905 0.743 0.103
H 1.086 0.898 0.270 -0.009
O -2.332 -0.148 -0.553 -0.050
H -2.565 0.433 -1.282 0.035
H -1.477 0.185 -0.309 -0.036
O 2.301 -0.094 -0.637 -0.005
H 1.568 -0.563 -1.019 0.052
H 2.466 0.596 -1.245 0.037
```

Computed properties:
**Energy relative to the best compared isomer or geometry (same formula, charge and spin)**: 83.9 kJ/mol
**Highest occupied orbital energy**: -10.6903 eV

***

Record 3
Entry from the Open Molecules 2025 dataset: a structure of composition C22H27N5O3S2 in a non-equilibrium geometry (ωB97M-V/def2-TZVPD).

The geometry in XYZ format:
```
59
Properties=species:S:1:pos:R:3:lowdin_charge:R:1
C -4.347 -1.714 -0.152 -0.063
H -4.446 -1.445 0.896 0.066
H -3.423 -2.273 -0.265 0.048
H -5.182 -2.354 -0.426 0.075
C -4.341 -0.469 -1.039 -0.215
N -3.173 0.370 -0.842 -0.101
C -2.945 0.983 0.367 -0.210
C -3.972 1.138 1.311 -0.033
C -3.746 1.755 2.523 -0.088
C -2.492 2.244 2.853 -0.105
C -1.470 2.113 1.932 -0.127
C -1.690 1.500 0.714 -0.065
H -0.864 1.409 0.029 0.049
H -0.479 2.478 2.169 0.074
H -2.317 2.715 3.808 0.097
H -4.563 1.856 3.222 0.103
H -4.968 0.788 1.096 0.098
C -2.247 0.444 -1.941 -0.148
H -2.825 0.564 -2.866 0.122
H -1.622 1.333 -1.839 0.109
C -1.356 -0.803 -2.125 -0.134
N -0.343 -0.946 -1.108 0.088
C -0.365 -1.921 -0.173 -0.453
O -1.234 -2.767 -0.130 0.063
C 0.819 -1.914 0.793 -0.211
C 2.104 -2.278 0.036 -0.115
C 3.307 -2.220 0.980 -0.176
N 3.408 -0.950 1.652 -0.230
S 4.355 0.219 0.960 0.673
O 4.456 1.303 1.884 -0.263
O 5.549 -0.435 0.512 -0.282
C 3.516 0.787 -0.535 -0.198
C 3.857 0.221 -1.733 -0.055
C 3.227 0.591 -2.938 -0.048
C 2.249 1.550 -2.965 -0.006
C 1.895 2.170 -1.756 -0.356
N 0.985 3.131 -1.564 -0.217
S 0.952 3.509 -0.006 1.073
N 2.056 2.477 0.518 -0.205
C 2.534 1.786 -0.519 -0.351
H 1.760 1.848 -3.878 0.118
H 3.532 0.108 -3.853 0.112
H 4.640 -0.520 -1.734 0.118
C 2.232 -0.557 2.387 -0.169
C 0.974 -0.573 1.517 -0.124
H 1.053 0.239 0.796 0.072
H 0.097 -0.382 2.136 0.127
H 2.116 -1.245 3.232 0.135
H 2.424 0.446 2.769 0.115
H 3.215 -3.001 1.743 0.135
H 4.243 -2.366 0.441 0.115
H 2.260 -1.585 -0.794 0.095
H 2.013 -3.284 -0.378 0.131
H 0.619 -2.695 1.534 0.155
H 0.406 -0.273 -1.111 0.114
H -0.872 -0.744 -3.106 0.121
H -1.969 -1.705 -2.082 0.118
H -4.349 -0.778 -2.086 0.116
H -5.253 0.118 -0.869 0.111
```

Computed properties:
**Energy relative to the best compared isomer or geometry (same formula, charge and spin)**: 0.0 kJ/mol
**Highest occupied orbital energy**: -7.5979 eV

***

Record 4
Entry from the Open Molecules 2025 dataset: a cluster of 2 separate species, C3H4N2 in total in a non-equilibrium geometry (ωB97M-V/def2-TZVPD).

The geometry in XYZ format:
```
9
Properties=species:S:1:pos:R:3:lowdin_charge:R:1
C 0.639 0.806 0.907 -0.021
C 0.247 1.233 -0.283 -0.274
N -0.341 1.398 -1.330 0.147
H 0.370 1.345 1.758 0.027
H 1.486 0.168 0.890 0.042
H -0.164 2.146 -2.005 0.081
C -0.732 -2.351 0.090 -0.073
N -0.233 -2.718 -0.863 0.074
H -1.271 -2.027 0.837 -0.004
```

Computed properties:
**Energy relative to the best compared isomer or geometry (same formula, charge and spin)**: 244.4 kJ/mol
**Highest occupied orbital energy**: -9.0740 eV

***

Record 5
Entry from the Open Molecules 2025 dataset: a structure of composition C49H50N5O3S2Tl (ωB97M-V/def2-TZVPD).

The geometry in XYZ format:
```
110
Properties=species:S:1:pos:R:3:lowdin_charge:R:1
Tl -0.790 0.127 0.639 0.705
O -0.587 -0.942 2.450 -0.298
C 0.585 -1.350 3.090 -0.472
C 1.605 -1.923 2.083 -0.058
C 2.295 -0.899 1.236 -0.233
C 3.659 -0.678 1.359 -0.001
C 4.278 0.225 0.514 -0.024
C 3.527 0.872 -0.450 0.002
C 2.163 0.627 -0.521 -0.238
C 1.300 1.270 -1.562 -0.059
C 0.473 2.487 -1.046 -0.461
O -0.498 2.120 -0.107 -0.271
C 1.477 3.454 -0.420 -0.170
C 1.532 3.594 0.961 -0.012
C 2.522 4.366 1.557 -0.068
C 3.464 5.017 0.776 -0.091
C 3.411 4.890 -0.606 -0.080
C 2.429 4.110 -1.197 -0.054
C -0.285 3.094 -2.238 -0.139
C -0.471 4.469 -2.369 -0.049
C -1.262 4.994 -3.382 -0.084
C -1.879 4.148 -4.293 -0.096
C -1.703 2.777 -4.174 -0.078
C -0.921 2.255 -3.153 -0.029
N 1.571 -0.230 0.327 0.127
C 0.137 -2.426 4.088 -0.140
C -0.829 -2.057 5.024 -0.011
C -1.329 -2.976 5.929 -0.074
C -0.869 -4.288 5.916 -0.098
C 0.088 -4.664 4.991 -0.087
C 0.589 -3.737 4.081 -0.042
C 1.250 -0.199 3.852 -0.147
C 0.734 1.087 3.813 -0.029
C 1.384 2.130 4.465 -0.082
C 2.552 1.898 5.170 -0.092
C 3.065 0.607 5.233 -0.076
C 2.417 -0.429 4.583 -0.029
H 1.062 -2.617 1.437 0.114
H 2.378 -2.484 2.607 0.114
H 4.220 -1.224 2.104 0.120
H 5.341 0.413 0.596 0.114
H 3.978 1.571 -1.141 0.119
H 0.629 0.503 -1.947 0.079
H 1.929 1.602 -2.389 0.138
H 0.802 3.074 1.566 0.098
H 2.563 4.443 2.637 0.095
H 4.237 5.619 1.238 0.099
H 4.140 5.399 -1.226 0.101
H 2.402 4.013 -2.277 0.123
H 0.013 5.142 -1.672 0.114
H -1.385 6.067 -3.467 0.104
H -2.490 4.554 -5.089 0.100
H -2.181 2.105 -4.875 0.107
H -0.835 1.180 -3.063 0.102
H -1.196 -1.038 5.025 0.124
H -2.080 -2.671 6.647 0.101
H -1.257 -5.010 6.623 0.098
H 0.451 -5.684 4.968 0.100
H 1.324 -4.066 3.358 0.103
H -0.198 1.268 3.292 0.056
H 0.963 3.129 4.427 0.102
H 3.056 2.711 5.677 0.099
H 3.970 0.409 5.794 0.101
H 2.814 -1.436 4.655 0.121
C -5.272 -2.696 -0.653 -0.078
C -4.192 -2.612 0.412 -0.248
N -2.931 -3.214 -0.022 -0.117
C -2.713 -4.601 0.396 -0.201
C -2.055 -4.678 1.765 -0.064
C -1.929 -2.531 -0.596 -0.668
S -2.283 -0.863 -1.101 0.721
N -0.772 -3.145 -0.703 0.101
C 0.308 -2.641 -1.386 -0.467
O 0.338 -1.695 -2.162 -0.002
C 1.581 -3.397 -1.095 -0.151
C 1.590 -4.594 -0.383 -0.039
C 2.790 -5.221 -0.088 -0.080
C 3.991 -4.653 -0.495 -0.089
C 3.987 -3.465 -1.214 -0.078
C 2.785 -2.845 -1.519 -0.029
H -6.211 -2.293 -0.271 0.076
H -5.444 -3.730 -0.957 0.074
H -4.982 -2.122 -1.533 0.057
H -4.497 -3.155 1.309 0.120
H -4.011 -1.581 0.707 0.069
H -2.097 -5.090 -0.355 0.111
H -3.692 -5.085 0.400 0.117
H -1.086 -4.182 1.733 0.053
H -1.911 -5.715 2.069 0.079
H -2.656 -4.181 2.529 0.080
H 0.648 -5.012 -0.056 0.101
H 2.791 -6.153 0.462 0.100
H 4.929 -5.139 -0.257 0.099
H 4.921 -3.020 -1.532 0.102
H 2.759 -1.919 -2.079 0.115
S -2.810 1.160 2.211 0.691
C -3.089 2.457 1.124 -0.809
N -2.733 3.696 1.473 0.030
C -2.625 4.772 0.501 -0.152
C -3.773 4.656 -0.487 -0.144
C -3.777 3.267 -1.101 -0.136
N -3.676 2.257 -0.049 0.043
H -2.186 3.744 2.317 0.126
H -1.664 4.690 -0.013 0.104
H -2.663 5.721 1.035 0.125
H -3.664 5.398 -1.278 0.115
H -4.717 4.839 0.029 0.121
H -2.939 3.150 -1.791 0.094
H -4.702 3.090 -1.651 0.128
H -3.860 1.291 -0.283 0.086
```

Computed properties:
**Energy relative to the best compared isomer or geometry (same formula, charge and spin)**: 13.3 kJ/mol
**Highest occupied orbital energy**: -8.2931 eV

***

Record 6
Entry from the Open Molecules 2025 dataset: a cluster of 2 separate species, C4H12S2 in total in a non-equilibrium geometry (ωB97M-V/def2-TZVPD).

The geometry in XYZ format:
```
18
Properties=species:S:1:pos:R:3:lowdin_charge:R:1
C 2.849 1.664 2.428 -0.213
C 1.919 1.899 3.577 -0.612
S 0.478 2.887 2.998 0.672
H 2.471 0.808 1.844 0.073
H 3.877 1.438 2.757 0.073
H 2.877 2.551 1.773 0.064
H 1.400 1.070 4.095 0.063
H 2.500 2.458 4.336 0.075
H 0.039 1.970 2.111 -0.128
C -2.860 1.392 3.559 -0.236
C -3.074 2.465 4.641 -0.639
S -4.823 2.838 4.516 0.671
H -3.191 1.669 2.544 0.064
H -3.403 0.484 3.870 0.069
H -1.781 1.163 3.527 0.020
H -2.983 2.069 5.671 0.068
H -2.383 3.326 4.549 0.056
H -4.875 3.096 3.192 -0.140
```

Computed properties:
**Energy relative to the best compared isomer or geometry (same formula, charge and spin)**: 61.0 kJ/mol
**Highest occupied orbital energy**: -8.7152 eV

***

Record 7
Entry from the Open Molecules 2025 dataset: the ion C6H10NS with charge +1 in a non-equilibrium geometry (ωB97M-V/def2-TZVPD).

The geometry in XYZ format:
```
18
Properties=species:S:1:pos:R:3:lowdin_charge:R:1
C -2.354 1.276 0.568 0.137
C -1.146 0.693 0.705 -0.127
C -0.882 -0.573 0.046 -0.121
N 0.196 -1.254 0.130 -0.422
C 0.206 -2.630 -0.188 -0.076
S 1.741 -0.509 0.371 1.062
C 1.477 1.007 -0.510 -0.464
C 2.243 2.124 -0.420 -0.005
H -2.420 2.269 1.094 0.112
H -3.181 1.007 0.032 0.056
H -0.409 0.731 1.498 0.115
H -1.666 -1.183 -0.354 0.154
H -0.206 -2.779 -1.147 0.096
H -0.503 -3.246 0.465 0.146
H 1.159 -3.106 -0.193 0.086
H 0.582 0.702 -1.173 0.100
H 2.056 3.008 -1.060 0.082
H 3.107 2.463 0.134 0.070
```

Computed properties:
**Net charge**: +1
**Energy relative to the best compared isomer or geometry (same formula, charge and spin)**: 264.5 kJ/mol
**Highest occupied orbital energy**: -13.0897 eV

***

Record 8
Entry from the Open Molecules 2025 dataset: a structure of composition C7H11O5PV in a non-equilibrium geometry (ωB97M-V/def2-TZVPD).

The geometry in XYZ format:
```
25
Properties=species:S:1:pos:R:3:mulliken_spin:R:1
V -0.273 -0.226 -1.746 2.246
C -0.264 1.556 -2.317 -0.115
O -0.259 2.655 -2.669 0.105
C -0.276 -0.775 -3.572 -0.101
O -0.277 -1.075 -4.684 0.089
C -2.182 -0.220 -1.745 -0.124
O -3.332 -0.182 -1.755 0.089
C 1.636 -0.238 -1.745 -0.114
O 2.787 -0.210 -1.756 0.119
H -0.280 -1.761 -0.831 -0.004
H -0.281 -2.007 -1.599 -0.015
C -1.209 0.296 2.758 0.001
P 0.025 0.174 1.374 -0.010
C 1.106 1.682 1.286 -0.007
C 0.946 -1.441 1.477 -0.004
O -0.860 0.170 0.084 -0.151
H -1.806 1.225 2.649 0.000
H -0.675 0.307 3.730 0.000
H -1.885 -0.582 2.721 0.001
H 1.712 1.745 2.212 -0.001
H 1.780 1.616 0.407 0.000
H 0.469 2.586 1.199 -0.001
H 0.225 -2.283 1.481 -0.002
H 1.643 -1.548 0.624 0.001
H 1.532 -1.462 2.418 0.001
```

Computed properties:
**Net charge**: +3
**Energy relative to the best compared isomer or geometry (same formula, charge and spin)**: 0.0 kJ/mol
**Expectation value of S²**: 2.07
**Highest occupied orbital energy (alpha / beta)**: -23.2025 / -23.2353 eV
**Spin multiplicity**: 3

***

Record 9
Entry from the Open Molecules 2025 dataset: a structure of composition C5H13N3 in a non-equilibrium geometry (ωB97M-V/def2-TZVPD).

The geometry in XYZ format:
```
21
Properties=species:S:1:pos:R:3:lowdin_charge:R:1
C -0.546 0.462 -0.934 -0.257
C -0.140 0.206 1.552 -0.066
C 2.406 -0.928 0.557 -0.116
C -0.519 1.969 -0.837 -0.066
N -0.069 -0.350 0.204 -0.241
N 1.127 -1.088 -0.107 -0.074
C -1.793 -0.571 -0.541 -0.249
N -2.068 -1.555 -1.339 0.004
H 1.073 -1.627 -0.967 0.124
H -0.180 0.084 -1.890 0.126
H -3.053 -1.812 -1.263 0.017
H -2.473 -0.229 0.248 0.106
H 0.127 -0.552 2.290 0.098
H 0.515 1.072 1.660 0.078
H -1.153 0.537 1.781 0.082
H 3.111 -0.614 -0.218 0.068
H 2.462 -0.199 1.368 0.070
H 2.731 -1.914 0.913 0.071
H 0.500 2.353 -0.970 0.079
H -0.889 2.377 0.108 0.066
H -1.170 2.378 -1.616 0.079
```

Computed properties:
**Energy relative to the best compared isomer or geometry (same formula, charge and spin)**: 454.2 kJ/mol
**Highest occupied orbital energy**: -7.0863 eV

***

Record 10
Entry from the Open Molecules 2025 dataset: a structure of composition B3CsF12 in a non-equilibrium geometry (ωB97M-V/def2-TZVPD).

The geometry in XYZ format:
```
16
Properties=species:S:1:pos:R:3:lowdin_charge:R:1
Cs -0.398 -2.344 -2.820 0.976
B 5.871 -0.023 -1.217 -1.376
F 6.162 0.461 0.079 0.062
F 4.596 -0.548 -1.224 0.100
F 5.907 1.071 -2.104 0.061
F 6.814 -0.884 -1.593 0.159
B -2.701 -2.731 3.655 -1.397
F -2.211 -3.448 4.725 0.099
F -1.735 -2.724 2.662 0.087
F -3.862 -3.322 3.147 0.077
F -2.936 -1.467 4.073 0.141
B -3.135 3.186 -1.852 -1.510
F -2.024 3.106 -2.618 0.119
F -3.048 2.068 -1.074 0.124
F -3.095 4.305 -1.137 0.167
F -4.205 3.294 -2.703 0.111
```

Computed properties:
**Net charge**: -2
**Energy relative to the best compared isomer or geometry (same formula, charge and spin)**: 296.9 kJ/mol
**Highest occupied orbital energy**: -5.9948 eV

***

Record 11
Entry from the Open Molecules 2025 dataset: the molecule C6H10N6 in a non-equilibrium geometry (ωB97M-V/def2-TZVPD).

The geometry in XYZ format:
```
22
Properties=species:S:1:pos:R:3:lowdin_charge:R:1
N 3.447 -1.798 -0.015 0.160
C 2.501 -0.810 0.076 -0.465
N 2.703 0.451 0.001 0.157
C 1.620 1.215 0.023 -0.475
N 1.964 2.570 0.006 0.115
N 0.366 0.867 0.083 0.190
C 0.289 -0.499 0.038 -0.395
N -0.981 -1.001 -0.067 0.052
C -2.033 -0.121 -0.565 -0.317
C -2.800 0.579 0.606 -0.086
C -3.336 -0.631 -0.159 -0.153
N 1.273 -1.368 0.228 0.161
H 4.428 -1.640 -0.084 0.092
H 3.120 -2.676 -0.260 0.065
H 2.914 2.808 -0.249 0.085
H 1.190 3.135 -0.426 0.114
H -1.342 -1.547 0.820 0.190
H -1.988 0.503 -1.500 0.157
H -2.350 0.549 1.584 0.091
H -3.440 1.388 0.419 0.065
H -4.112 -0.361 -0.863 0.099
H -3.432 -1.610 0.303 0.099
```

Computed properties:
**Energy relative to the best compared isomer or geometry (same formula, charge and spin)**: 103.6 kJ/mol
**Highest occupied orbital energy**: -8.7054 eV

***

Record 12
Entry from the Open Molecules 2025 dataset: a cluster of 2 separate species, C2H5FO2 in total in a non-equilibrium geometry (ωB97M-V/def2-TZVPD).

The geometry in XYZ format:
```
10
Properties=species:S:1:pos:R:3:lowdin_charge:R:1
C -1.060 1.106 0.738 -0.259
C 0.874 -0.997 -0.295 -0.294
O 1.890 -0.833 -1.033 0.183
O 0.100 0.904 0.022 -0.266
F -0.215 -1.443 -0.822 0.138
H -1.922 0.474 0.194 0.095
H -1.287 2.107 0.678 0.039
H -1.057 0.583 1.699 0.062
H 1.142 -1.389 0.677 0.161
H 1.535 -0.513 -1.858 0.140
```

Computed properties:
**Energy relative to the best compared isomer or geometry (same formula, charge and spin)**: 350.0 kJ/mol
**Highest occupied orbital energy**: -8.4671 eV